No. 1
17
Properties=species:S:1:pos:R:3:mulliken_charge:R:1 method="wB97M-V/def2-TZVPD" charge=0 relative_energy_kcal_mol=79.4 largest_force_ev_per_a=5.3 molar_mass_g_mol=94.16 gap_ev=9.7 smiles="C=CC(C=C)=CC" lumo_energy_ev=0.99 e_homo_ha=-0.3193
C -1.37923 -1.01898 2.09142 -0.762
C -0.97032 0.13977 1.49814 -0.348
C -0.13435 0.03697 0.26930 0.797
C -0.49289 1.00871 -0.79620 -0.544
C 0.06954 2.24436 -1.03517 -0.729
C 0.77933 -0.92509 0.15080 -0.191
C 1.43752 -1.00797 -1.17386 -1.072
H -1.10084 -2.09878 1.85700 0.175
H -1.88518 -1.19761 3.05468 0.252
H -1.26700 1.02183 1.96439 0.416
H -1.40357 0.65761 -1.28194 0.308
H -0.46132 2.85268 -1.77142 0.263
H 0.88417 2.79808 -0.57447 0.300
H 0.93216 -1.90540 0.66587 0.288
H 1.49595 0.08678 -1.71225 0.221
H 2.53875 -1.14790 -1.18229 0.347
H 0.95730 -1.54507 -2.02398 0.278

---

No. 2
80
Properties=species:S:1:pos:R:3:mulliken_charge:R:1 method="wB97M-V/def2-TZVPD" charge=-1 largest_force_ev_per_a=4.1 molar_mass_g_mol=626.58 gap_ev=6.4 lumo_energy_ev=1.21 e_homo_ha=-0.1909
N 4.60311 -0.50222 1.85357 -0.597
C 3.33686 -0.85809 1.17857 0.244
N 2.18920 -0.84905 2.16297 -0.545
N 3.48231 -2.32549 0.75953 -0.350
C 3.03186 -0.04850 -0.15769 -0.977
Al 2.91883 1.98403 0.05185 0.336
C 1.79492 2.61763 1.64426 -0.660
C 0.56999 3.57969 1.29762 -1.003
C -0.68441 2.84588 0.58046 0.750
F -1.71650 3.84811 0.61672 -0.265
F -0.29943 2.71927 -0.78692 -0.268
C -1.09696 1.46779 1.23379 0.661
F -0.19826 0.45803 0.82364 -0.214
F -0.98246 1.52785 2.64288 -0.256
S -2.81586 0.82030 0.85717 1.257
F -2.93135 1.59678 -0.60860 -0.306
F -3.59501 2.00375 1.70499 -0.291
F -2.72346 -0.15558 2.23375 -0.351
F -2.15040 -0.48845 0.02171 -0.331
F -4.30945 0.14724 0.54871 -0.325
H 4.47772 -0.43290 2.86652 0.232
H 5.05482 0.32307 1.44979 0.272
H 2.48240 -1.26712 3.05390 0.266
H 1.40528 -1.37409 1.76173 0.220
H 3.00568 -2.89029 1.48856 0.261
H 2.85335 -2.43099 -0.05798 0.226
H 2.05273 -0.40127 -0.62324 0.261
H 3.84836 -0.26584 -0.93501 0.345
H 2.35866 2.72166 -1.26775 -0.404
H 4.41520 2.57361 0.24424 -0.464
H 2.49493 3.20551 2.34251 0.406
H 1.47920 1.69182 2.23078 0.227
H 0.14813 4.13736 2.19254 0.303
H 0.95355 4.32914 0.51618 0.387
C -8.13460 7.76032 -1.18022 -0.831
O -7.23075 6.81596 -1.72014 -0.275
C -6.01477 7.39481 -2.18179 -0.574
C -4.80114 6.59403 -1.71747 -0.161
O -4.54440 6.62937 -0.31509 -0.482
C -5.46757 5.95853 0.54333 -0.399
C -5.52118 4.44148 0.38765 0.176
O -6.14890 4.07379 -0.83580 -0.345
C -5.50873 3.00009 -1.50278 -0.674
H -8.68044 8.26313 -1.98386 0.307
H -8.84722 7.22315 -0.54913 0.234
H -7.62300 8.49870 -0.55337 0.385
H -5.91400 8.43320 -1.85046 0.343
H -6.04772 7.38388 -3.27762 0.369
H -3.91857 7.04296 -2.18432 0.427
H -4.83532 5.56704 -2.07874 0.018
H -6.45966 6.40577 0.46595 0.094
H -5.12232 6.17256 1.55877 0.440
H -6.12276 4.01944 1.19991 0.418
H -4.50504 4.03278 0.45454 -0.282
H -4.42189 3.10793 -1.49353 0.270
H -5.83832 3.00939 -2.54339 0.296
H -5.79978 2.04964 -1.04749 0.260
C 3.50722 -8.85941 1.64976 -0.851
O 4.51046 -8.17115 0.92820 -0.247
C 5.11618 -8.95742 -0.09083 -0.516
C 5.23981 -8.18011 -1.39858 -0.268
O 4.00760 -7.88154 -2.05208 -0.464
C 3.14178 -6.93159 -1.42667 -0.380
C 3.68083 -5.50606 -1.35221 -0.390
O 4.73428 -5.40620 -0.40441 -0.245
C 5.81546 -4.60148 -0.84095 -0.802
H 3.96152 -9.49704 2.41367 0.301
H 2.87328 -8.11584 2.13919 0.237
H 2.87121 -9.45842 0.98889 0.395
H 4.55834 -9.88246 -0.26854 0.346
H 6.12079 -9.22220 0.25982 0.362
H 5.79374 -8.81243 -2.10041 0.417
H 5.84055 -7.27976 -1.27541 0.079
H 2.81926 -7.29082 -0.44866 0.117
H 2.24204 -6.91075 -2.04825 0.429
H 2.88045 -4.83761 -1.01811 0.234
H 4.00963 -5.18834 -2.35072 0.371
H 6.07499 -4.80676 -1.88496 0.398
H 6.68338 -4.84499 -0.22549 0.215
H 5.57167 -3.54428 -0.70990 0.203

---

No. 3
67
Properties=species:S:1:pos:R:3:mulliken_charge:R:1 method="wB97M-V/def2-TZVPD" charge=0 relative_energy_kcal_mol=49.5 largest_force_ev_per_a=4.5 molar_mass_g_mol=415.57 gap_ev=8.4 smiles="CCOC(=O)C(C(=O)OCC)(C1CCCCC1)[C@@H](c1ccccc1)N1CCCCC1" lumo_energy_ev=0.70 e_homo_ha=-0.2841
C -1.00771 -1.85644 4.49705 -1.138
C 0.07204 -0.96516 3.92897 -0.364
O -0.05569 -1.02366 2.48565 -0.347
C 0.82299 -0.21657 1.90183 0.150
O 1.57630 0.42872 2.64120 -0.683
C 0.71485 -0.15148 0.31107 3.864
C 0.58046 -1.50042 -0.25626 -1.090
O 1.33218 -1.84073 -1.14804 -0.654
O -0.50392 -2.21214 0.05669 0.012
C -0.37062 -3.60377 -0.37119 -0.342
C -1.48712 -4.37482 0.29298 -1.211
C 2.09964 0.49929 -0.06646 -1.165
C 2.20054 1.92602 0.38578 -0.841
C 3.46098 2.56772 -0.17137 -0.947
C 4.68890 1.82457 0.38882 -0.723
C 4.61714 0.30995 0.10367 -1.001
C 3.25526 -0.23262 0.54922 -0.978
C -0.39520 0.53854 -0.42154 -0.840
C -0.07784 0.96096 -1.94013 -0.223
C -0.66956 2.17620 -2.34781 -0.335
C -0.40750 2.77199 -3.59288 -0.898
C 0.57855 2.24543 -4.42450 -0.553
C 1.12261 1.00384 -4.11026 -0.856
C 0.74522 0.35184 -2.90898 -0.149
N -1.80146 0.07788 -0.45149 0.907
C -2.38220 -0.20894 0.83691 -0.524
C -3.62412 0.58480 1.21895 -0.978
C -4.67305 0.56486 0.08760 -0.790
C -4.05777 0.86908 -1.29498 -0.695
C -2.76000 0.03069 -1.54761 -0.646
H -0.94845 -1.70973 5.59238 0.424
H -2.02705 -1.58074 4.14585 0.228
H -0.79225 -2.92067 4.25679 0.265
H -0.05917 0.09180 4.20897 0.314
H 1.07216 -1.32756 4.23005 0.337
H -0.41596 -3.66125 -1.47135 0.321
H 0.61061 -3.98576 -0.03553 0.308
H -1.65106 -5.32107 -0.24152 0.401
H -1.17032 -4.63384 1.31353 0.293
H -2.43626 -3.82128 0.33798 0.253
H 2.16200 0.47693 -1.14784 1.223
H 1.27955 2.45298 0.13536 0.504
H 2.27388 1.92525 1.47971 0.267
H 3.46431 2.50019 -1.26855 0.348
H 3.50317 3.62755 0.10297 0.399
H 5.63610 2.20045 -0.01547 0.420
H 4.72576 1.97202 1.48115 0.335
H 4.73548 0.10911 -0.97462 0.359
H 5.37378 -0.29298 0.63566 0.463
H 3.17256 -0.02485 1.62597 0.414
H 3.15039 -1.31676 0.39168 0.373
H -0.41189 1.44359 0.21114 0.745
H -1.41310 2.60622 -1.67770 0.380
H -0.97191 3.65939 -3.89266 0.376
H 0.95046 2.80001 -5.28740 0.395
H 1.83425 0.52222 -4.79074 0.408
H 1.12600 -0.65432 -2.74681 0.506
H -1.62348 -0.05370 1.60096 0.137
H -2.60689 -1.28258 0.85540 0.083
H -3.31159 1.61453 1.45375 0.371
H -4.09344 0.18239 2.13069 0.319
H -5.14280 -0.43771 0.06459 0.298
H -5.47795 1.29026 0.30624 0.411
H -4.84817 0.71498 -2.06354 0.398
H -3.78597 1.94354 -1.34059 0.244
H -2.38364 0.36147 -2.52564 0.308
H -3.09302 -1.01574 -1.71375 0.411

---

| no. | energy (eV) |
| --- | --- |
| 1 | -7417.5897 |
| 2 | -77985.9499 |
| 3 | -36203.7928 |